ORCA calculation (ωB97M-V/def2-TZVPD) on a single C8H14 molecule at a distorted geometry.

Structure (XYZ):
```
22
Properties=species:S:1:pos:R:3:forces:R:3:nbo_charge:R:1
H 0.8310 0.7458 -0.8638 -0.019 -1.104 2.117 0.222
H 1.6279 2.6546 1.7676 -0.845 -1.380 0.405 0.214
C 0.9734 1.7262 1.8943 -0.616 0.101 -0.077 -0.628
H 1.4113 -0.3571 2.1088 0.779 0.302 -1.104 0.212
H -0.2751 -0.2600 -3.0813 0.739 -1.134 -0.327 0.189
C -1.5570 -0.8553 -0.7340 0.430 0.726 1.424 -0.485
H -1.4792 -1.6915 -1.3880 -0.346 -0.743 -0.625 0.226
H 0.0938 1.8656 1.2582 -0.052 0.498 0.106 0.206
H -0.9151 -2.5440 1.1152 -3.308 -1.876 0.141 0.171
C -1.5938 0.3790 -1.5767 -0.827 0.530 0.377 -0.159
H -2.2290 1.2200 -1.2091 0.432 -0.732 -0.576 0.203
H 0.5011 1.6515 2.9698 1.483 -0.001 -1.960 0.214
H 2.6303 0.5132 1.0402 1.175 0.146 0.611 0.205
H 0.6062 -2.4592 1.5706 2.199 0.547 0.413 0.204
H -2.5197 -0.9671 -0.1197 1.635 0.145 -0.602 0.231
H 1.7497 -0.6511 -0.8127 -0.702 0.174 1.924 0.226
C -0.2331 -0.9618 0.0787 0.892 -1.752 1.788 0.040
C 1.0073 -0.1330 -0.0838 0.339 2.385 -2.624 -0.472
H -1.2299 1.2542 -3.4548 0.841 -0.285 0.919 0.204
C -0.9221 0.4779 -2.7116 -1.925 1.823 -0.992 -0.408
C 1.6081 0.3952 1.2997 -1.549 -0.339 0.153 -0.394
C -0.0859 -2.0028 0.9324 -0.755 1.968 -1.490 -0.421
```
Positions in Å, forces in eV/Å.

The calculation puts the energy relative to the best compared isomer or geometry (same formula, charge and spin) at 3.385 eV. The energy is -8519.6948 eV. Its SMILES is C=CCC(=C)CCC. Its charge is 0. As for the orbital gap: 0.366 Ha.

=====

ORCA calculation (ωB97M-V/def2-TZVPD) on a molecular structure, C4H8O at a distorted geometry.

Structure (XYZ):
```
13
Properties=species:S:1:pos:R:3:forces:R:3:nbo_charge:R:1
H -1.6946 -0.1904 -1.4264 0.228 0.052 -0.014 0.218
O -1.3857 0.7967 1.5533 0.194 0.368 -1.648 -0.532
H -0.0148 -1.5467 -0.1560 0.099 -0.117 -0.379 0.210
H -0.7240 1.2724 -1.1913 0.056 -0.194 0.069 0.225
H -0.8532 -0.9050 2.0179 0.617 -1.543 -0.363 0.121
H -0.0784 -0.0623 -2.1723 -0.157 0.078 -0.014 0.212
H 1.9995 0.2812 -0.6110 -0.293 -0.112 0.292 0.226
H 0.9959 1.2414 0.8682 1.768 -3.254 -2.135 0.193
C -0.8190 -0.2119 1.1780 -0.908 0.993 2.194 0.437
H 1.9114 -0.4589 1.0493 -0.318 -0.066 -0.465 0.223
C -0.0215 -0.4580 -0.0732 -0.732 -0.586 0.328 -0.353
C 1.3576 0.0591 0.2517 -0.659 4.300 2.287 -0.578
C -0.6731 0.1825 -1.2882 0.103 0.080 -0.151 -0.602
```
Positions in Å, forces in eV/Å.

The calculation puts the energy relative to the best compared isomer or geometry (same formula, charge and spin) at 1.535 eV. The energy is -6323.6327 eV. Its charge is 0. As for the orbital gap: 0.392 Ha.

=====

ORCA calculation (ωB97M-V/def2-TZVPD) on a molecular structure, C59H52P3SiV.

Structure (XYZ):
```
116
Properties=species:S:1:pos:R:3:forces:R:3:mulliken_spin:R:1
C 2.0891 -0.1728 -3.7663 0.015 0.018 -0.047 -0.043
H 4.3490 1.6807 -2.5892 0.001 -0.001 0.004 0.000
C 2.7083 4.6413 -2.5393 0.024 -0.018 0.000 0.000
C 3.1138 -1.5945 3.6872 -0.028 0.045 -0.046 -0.005
C -1.6237 -2.1911 -4.4880 -0.004 0.013 -0.012 -0.001
H 1.7763 0.8617 -3.8446 -0.002 -0.017 -0.003 0.000
C -1.9730 -0.4559 -2.8304 0.063 0.016 0.049 0.011
H 2.4185 -2.9443 -5.6915 0.002 0.005 0.002 -0.001
H 7.1752 0.4660 1.8762 -0.007 -0.005 -0.005 0.000
H -6.8495 -2.1517 1.1838 0.005 0.004 -0.003 0.000
H -5.5984 -3.4262 -0.5372 -0.004 0.005 0.004 0.000
H -6.0086 0.0683 1.8999 0.008 0.003 0.005 0.001
C 2.4730 -0.6842 -2.5287 -0.052 -0.013 0.007 0.011
C 0.8248 -0.4266 4.7276 -0.029 -0.037 0.007 0.002
H 0.6717 -5.6182 -0.5300 -0.003 0.019 -0.011 -0.001
C 3.9384 0.9852 1.0287 -0.016 -0.006 0.006 -0.012
C 3.7000 3.7088 -2.8325 -0.025 0.005 -0.002 -0.002
C -2.6147 1.8228 -1.2935 -0.027 -0.046 0.036 -0.034
C -1.6984 0.0544 3.0269 -0.041 0.020 -0.134 -0.044
C -4.1120 -0.6115 4.2939 0.019 -0.038 0.001 0.001
H -1.4221 -2.0685 2.8515 0.051 0.020 -0.029 -0.001
H 1.7528 -0.5615 -5.8456 0.000 -0.005 0.005 0.000
H 0.9271 -4.7204 1.7950 -0.002 0.016 -0.012 -0.001
C 6.1996 -0.3236 0.1338 -0.016 -0.009 -0.022 -0.001
H 4.5710 4.0014 -3.4072 -0.002 0.001 0.004 0.000
H 0.2762 -2.1845 -1.5394 0.005 0.208 -0.011 -0.010
C 5.1150 1.0713 1.7525 0.002 0.005 0.008 -0.003
H 0.3711 4.5309 4.9460 0.006 0.001 -0.008 0.000
H -2.0244 1.5393 -3.6327 -0.001 0.006 0.003 0.004
H -3.5771 -2.4983 -1.5316 0.011 0.010 -0.029 0.000
C -4.1014 -1.9185 -0.7876 -0.046 0.025 -0.018 -0.003
C 1.7467 -1.0220 5.5747 0.013 -0.007 0.001 0.001
H 0.1228 2.1135 4.6415 0.029 -0.034 -0.002 0.000
C 2.0719 -0.9786 -4.8978 -0.002 0.008 -0.006 -0.001
H 2.8096 5.6648 -2.8825 0.002 -0.003 -0.002 0.000
C -1.7902 -1.7976 -3.1698 0.031 -0.008 -0.020 0.020
C -3.2640 -1.6116 3.8300 0.015 0.012 0.035 0.003
C 0.0686 2.2081 2.4857 0.051 -0.057 0.043 0.005
H -1.4824 -3.2405 -4.7177 0.011 0.009 0.000 -0.001
C -4.2166 3.4584 -2.0480 0.041 0.024 0.008 0.001
C -1.9276 0.4861 -3.8575 -0.031 0.002 -0.046 0.013
C -1.7435 0.0961 -5.1791 -0.003 0.048 0.042 -0.002
C 0.1593 2.7527 3.7688 0.015 0.014 0.027 -0.007
H 7.0828 -0.8378 -0.2275 -0.004 0.003 0.006 0.000
H -1.7019 0.8521 -5.9544 -0.004 -0.010 0.006 0.000
H -4.4200 1.5056 4.4504 0.007 -0.011 0.000 0.000
C 5.0166 -0.3977 -0.5968 -0.009 0.043 0.014 0.002
C 0.0964 3.0374 1.3622 -0.005 0.106 -0.036 -0.013
C -2.5710 1.0442 3.4679 -0.002 0.058 0.028 0.010
H 3.0414 -2.4711 -1.4866 0.039 0.037 0.025 0.008
H -1.3427 -4.9602 0.9274 0.017 0.016 -0.013 0.002
H -5.1978 3.7052 -2.4367 0.007 0.000 0.008 0.000
H -4.6033 1.3538 -1.9748 0.004 0.012 0.004 0.000
P -2.0634 0.0729 -1.0528 -0.038 0.262 -0.253 0.177
C -1.6596 2.8151 -1.0502 -0.019 -0.009 -0.024 -0.022
C 2.9000 -1.6005 5.0557 -0.001 -0.005 0.034 0.000
H -5.0439 -0.8687 4.7828 0.003 -0.003 0.002 0.000
C -3.6323 -0.6616 -0.4135 0.069 -0.103 0.015 0.077
C 0.3093 4.9597 2.8363 -0.002 -0.025 0.030 -0.003
C -3.7618 0.7148 4.1081 -0.039 0.026 -0.039 0.003
C 2.1845 -0.9973 2.8439 0.120 0.028 0.024 0.028
H -3.5329 5.4973 -2.0182 0.000 -0.005 0.001 0.000
C -5.4835 -0.4941 1.1382 0.021 0.042 0.008 0.005
C -5.2529 -2.4487 -0.2225 0.023 -0.015 0.007 -0.001
C -1.3025 -3.9957 0.4045 0.022 -0.039 -0.018 -0.020
H 2.3249 -1.0128 1.7699 -0.006 -0.015 -0.024 0.090
C 0.2037 4.4190 1.5659 0.032 -0.017 -0.007 0.000
C 0.2896 4.1199 3.9464 -0.007 0.004 -0.040 0.001
H 1.7715 -4.3649 -1.1282 -0.027 -0.012 0.023 0.001
H 0.2221 5.0881 0.7114 0.016 -0.013 0.015 0.000
H 3.9989 -2.0555 3.2648 -0.004 0.000 0.009 0.001
C 0.9603 -3.7002 1.3934 -0.016 0.019 0.039 -0.005
C -3.8823 2.1422 -1.7863 -0.011 0.007 0.007 -0.003
H 3.6190 -2.0664 5.7194 -0.005 0.004 -0.006 0.000
C 2.4393 -2.3128 -4.8113 0.002 -0.003 0.000 -0.007
C 3.8666 0.2509 -0.1569 -0.040 -0.050 0.057 -0.035
H -2.3224 2.0881 3.3219 0.000 -0.011 -0.002 -0.001
C -3.2788 4.4628 -1.8154 -0.026 -0.024 -0.008 0.001
C 0.1811 -2.1594 -0.4321 0.064 -0.210 0.602 -0.122
C -4.3340 0.0346 0.5706 0.011 0.007 0.026 0.012
H 3.0450 1.4897 1.3889 -0.011 -0.002 -0.005 0.009
C 2.4410 2.0279 -1.6562 -0.062 -0.031 0.040 0.012
H -1.3188 4.9437 -1.1428 -0.009 -0.007 0.006 -0.001
C 1.4320 2.9465 -1.3577 0.058 0.033 -0.009 0.021
C 6.2538 0.4089 1.3089 -0.001 0.007 0.011 0.000
C 1.5963 4.2637 -1.8029 -0.010 -0.030 0.005 -0.016
C -2.0250 4.1407 -1.3237 0.007 -0.019 0.035 0.001
C -5.9520 -1.7373 0.7406 -0.010 -0.018 0.000 0.002
H 5.0103 -0.9515 -1.5251 -0.053 -0.058 -0.059 -0.001
C 2.8157 -2.0342 -2.4522 0.069 0.001 0.005 0.007
H 0.1742 -4.5452 -1.8545 0.000 0.000 0.004 0.001
H -1.8792 -4.1009 -0.5192 -0.005 0.064 -0.012 -0.001
H 5.1394 1.6466 2.6703 0.003 -0.004 -0.005 0.000
H 0.5784 -3.0158 2.1522 -0.021 -0.005 -0.006 -0.004
H -3.5317 -2.6544 3.9530 -0.003 0.010 -0.007 0.000
V 0.1001 -0.2871 -0.1519 0.004 -0.479 -0.091 0.926
H 2.0035 -3.4292 1.2138 -0.006 -0.017 -0.004 0.006
C 3.5712 2.4070 -2.3790 0.009 0.032 0.031 -0.004
C 0.7247 -4.5908 -0.9100 0.014 -0.024 0.002 -0.014
C -2.0736 -1.2787 3.2065 -0.011 -0.029 0.002 0.018
Si 0.0155 2.1610 -0.3506 -0.135 0.125 0.015 0.032
H -1.7930 -3.2366 1.0159 -0.004 -0.023 -0.024 0.007
P -0.1083 0.3919 2.1268 0.119 0.056 0.048 0.128
H -1.7172 -2.5385 -2.3874 -0.016 -0.047 0.056 -0.007
H 0.4105 6.0312 2.9673 -0.003 -0.004 0.000 0.000
H 0.8474 5.0144 -1.5759 -0.016 -0.014 -0.025 -0.001
H -1.4513 -1.5467 -6.5311 -0.006 0.005 0.010 0.000
C 2.8118 -2.8394 -3.5807 0.001 0.023 0.010 -0.001
H 3.0739 -3.8874 -3.4935 -0.001 0.004 0.000 0.000
C -1.6019 -1.2430 -5.5018 0.002 -0.044 -0.001 0.003
H -3.9814 1.0058 0.8958 0.000 0.004 -0.002 -0.003
C 1.0434 -0.3885 3.3494 -0.074 0.023 -0.038 -0.044
H 1.5608 -1.0427 6.6421 0.002 -0.005 -0.006 0.000
P 2.1991 0.3101 -0.9969 -0.017 0.128 -0.134 -0.095
H -0.0874 -0.0201 5.1467 -0.023 0.030 -0.017 0.001
C 0.1500 -3.5883 0.1018 -0.059 -0.041 -0.183 -0.066
```
Positions in Å, forces in eV/Å.

The calculation puts the energy relative to the best compared isomer or geometry (same formula, charge and spin) at 0.000 eV. The energy is -123459.5554 eV. Its spin multiplicity is 2. As for the expectation value of S²: 0.81. Its charge is -1. As for the orbital gap (spin up / spin down): 0.212 / 0.185 Ha.

=====

ORCA calculation (ωB97M-V/def2-TZVPD) on a single C2H2S3 molecule at a distorted geometry.

Structure (XYZ):
```
7
Properties=species:S:1:pos:R:3:forces:R:3:nbo_charge:R:1
H -1.6721 1.4299 -0.5240 -2.467 0.274 -0.977 0.134
S -1.6537 -0.9175 -0.1612 0.418 -0.413 -0.074 0.059
C 0.9640 -0.6307 0.4052 1.016 1.040 -3.160 -0.343
S 2.3613 0.0208 -0.2075 -1.253 -0.345 1.265 0.143
S -0.5798 1.7808 0.0049 2.688 -0.145 0.792 0.139
C -0.3504 0.0353 0.0952 -0.117 -0.452 1.135 -0.366
H 0.9307 -1.7186 0.3873 -0.286 0.042 1.019 0.234
```
Positions in Å, forces in eV/Å.

The calculation puts the energy relative to the best compared isomer or geometry (same formula, charge and spin) at 1.049 eV. The energy is -34610.0538 eV. Its SMILES is S=CC(=S)S. Its charge is 0. As for the orbital gap: 0.259 Ha.

=====

The highest energy relative to the best compared isomer or geometry (same formula, charge and spin) belongs to which entry?
C8H14

=====

energy relative to the best compared isomer or geometry (same formula, charge and spin) of number 3 (C59H52P3SiV)?
0.000 eV